# 1
Density functional theory data (ωB97M-V with the def2-TZVPD basis set) for a 13-piece molecular cluster, C3H32NO13 overall at a distorted geometry.

Geometry as XYZ:
```
49
Properties=species:S:1:pos:R:3:forces:R:3
C 0.238 0.163 0.428 -1.08 0.96 1.01
C 1.125 -0.913 -0.144 -1.82 -1.19 -0.02
C 0.194 -1.877 -0.959 2.16 0.72 0.71
O -0.360 -1.258 -2.084 -0.49 -0.24 0.01
N 0.921 1.108 1.355 -0.15 -1.93 -0.20
H -0.543 -0.220 1.098 -0.01 -0.91 -0.63
H -0.373 0.598 -0.384 0.52 0.44 0.17
H 1.901 -0.696 -0.853 0.09 1.00 -0.21
H 1.576 -1.499 0.661 0.00 -0.10 0.10
H -0.509 -2.278 -0.229 -0.42 -0.44 -0.55
H 0.966 -2.580 -1.305 -0.88 -0.67 -0.08
H 0.456 1.988 1.471 0.25 0.44 -0.46
H 1.845 1.103 0.984 0.56 1.27 0.48
H -4.106 -1.279 0.547 0.12 -0.33 0.03
H -2.735 -0.625 -0.460 -0.75 0.38 -1.15
O -3.145 -1.327 0.583 0.17 -0.09 0.20
H 1.483 2.707 -3.331 -0.24 0.32 -0.15
H 0.301 2.673 -2.440 -0.46 -0.02 -0.09
O 0.516 2.615 -3.381 0.83 0.20 0.40
H 0.467 -0.354 -3.391 0.82 0.02 -0.21
H 1.153 0.947 -3.882 -0.41 -0.59 -0.12
O 1.233 -0.025 -3.939 -0.50 0.30 0.17
H 1.781 1.799 -0.802 -0.20 0.10 -0.02
H 3.191 1.839 -0.347 0.07 0.19 -0.03
O 2.465 2.439 -0.579 0.37 0.07 -0.62
H -0.708 0.452 3.391 0.28 0.19 0.16
H -1.497 -0.855 3.403 -0.45 0.96 0.71
O -1.384 0.009 3.917 0.03 -0.52 -0.62
H -2.383 0.953 2.424 -0.14 -0.28 0.34
H -3.005 0.054 1.259 0.22 0.92 0.62
O -2.921 1.007 1.632 -0.37 -0.52 -0.34
H -3.284 0.539 -1.650 0.44 -0.40 0.20
H -1.251 -0.869 -1.876 0.12 0.16 -0.22
O -2.581 -0.096 -1.450 -0.07 -0.08 0.55
H -3.242 2.285 0.118 0.31 -0.32 -0.50
H -2.870 3.201 1.092 0.34 0.49 0.43
O -2.852 3.168 0.136 -0.43 0.25 -0.19
H 3.664 -0.678 -0.176 0.05 0.22 -0.18
H 3.655 -0.271 1.303 0.00 0.12 -0.19
O 3.681 0.092 0.407 0.72 -0.16 0.46
H -2.248 -1.923 1.751 -0.20 -0.15 0.32
H -0.806 -2.402 2.119 -0.42 -0.28 -0.13
O -1.667 -2.228 2.533 0.29 -0.20 -0.74
H 2.696 -0.467 -3.198 0.20 -0.50 0.33
H 3.174 -1.900 -2.946 0.09 0.27 0.05
O 3.396 -0.988 -2.711 -0.13 -0.03 -0.12
H 1.398 -0.795 3.250 -1.09 -0.07 -0.09
H 0.013 -1.666 3.329 0.83 0.88 0.42
O 0.983 -1.667 3.328 0.85 -0.84 -0.06
```
Positions in Å, forces in eV/Å.

The LUMO energy comes out at 2.6 eV. As for the net charge: -1.

In the Mulliken picture, each atom carries the following charge in e: C -0.14; C 0.62; C -1.05; O -0.62; N -0.45; H -0.40; H 0.25; H -0.02; H 0.36; H 0.32; H 0.41; H 0.27; H 0.17; H 0.18; H 0.37; O -0.98; H 0.35; H 0.31; O -0.73; H 0.43; H 0.43; O -0.82; H 0.17; H 0.47; O -0.70; H 0.31; H 0.54; O -0.77; H 0.30; H 0.43; O -0.65; H 0.20; H 0.48; O -0.79; H 0.31; H 0.30; O -0.64; H 0.34; H 0.33; O -0.70; H 0.48; H 0.35; O -0.92; H 0.40; H 0.29; O -0.70; H 0.32; H 0.30; O -0.70

***

# 2
Density functional theory data (ωB97M-V with the def2-TZVPD basis set) for C22H19B2BrCdF4N6O12S as an isolated structure at a distorted geometry.

Geometry as XYZ:
```
68
Properties=species:S:1:pos:R:3:forces:R:3
Cd -0.087 -0.312 0.220 -0.03 0.41 -0.22
C 2.166 -4.179 0.643 -0.20 0.13 -0.13
C 1.730 -2.752 0.496 -0.16 -0.41 -0.22
N 0.616 -2.424 -0.022 0.28 -0.36 0.00
O -0.177 -3.380 -0.546 0.14 -0.12 -0.14
B -1.387 -2.788 -1.193 -0.01 0.03 0.07
F -2.004 -1.908 -0.264 0.16 0.13 -0.03
F -2.245 -3.820 -1.519 0.10 -0.09 -0.11
O -1.076 -2.046 -2.445 -0.09 0.07 -0.27
N -0.085 -1.133 -2.236 -0.05 -0.16 0.08
C 0.139 -0.258 -3.132 -0.19 -0.36 -0.22
C -0.626 -0.163 -4.421 -0.04 -0.07 0.23
C 1.254 0.670 -2.832 0.29 0.28 -0.07
N 1.630 0.738 -1.613 -0.31 0.14 0.15
O 2.715 1.512 -1.396 0.00 -0.03 -0.22
B 3.347 1.610 -0.054 0.70 0.05 -0.09
F 4.748 1.509 -0.317 -0.14 -0.03 -0.03
F 3.125 2.874 0.486 -0.29 -0.04 0.09
O 3.072 0.563 0.972 -0.08 0.04 0.02
N 2.217 -0.448 0.684 0.00 -0.39 0.07
C 2.624 -1.641 0.902 0.35 0.43 0.07
C 3.994 -1.946 1.438 -0.11 0.19 -0.14
C 1.939 1.453 -3.920 0.04 -0.11 0.23
H 1.282 -4.803 0.533 0.05 -0.05 0.02
H 2.605 -4.344 1.626 0.05 0.01 0.01
H 2.893 -4.452 -0.126 0.05 -0.03 0.02
H -1.553 -0.721 -4.306 0.01 -0.01 -0.05
H -0.053 -0.597 -5.245 -0.03 0.03 -0.05
H -0.858 0.875 -4.663 0.05 0.04 -0.01
H 4.595 -1.042 1.365 0.03 -0.04 0.02
H 4.460 -2.748 0.865 0.02 -0.06 0.05
H 3.937 -2.247 2.486 0.00 -0.06 0.01
H 1.509 1.269 -4.901 -0.05 -0.01 -0.01
H 2.999 1.193 -3.928 0.02 0.04 -0.04
H 1.885 2.518 -3.687 0.03 0.03 -0.06
Br 0.590 5.880 -4.534 0.03 0.00 -0.02
C -0.687 4.672 -3.817 0.05 0.10 -0.05
C -1.858 4.441 -4.514 0.02 -0.06 0.07
N -2.788 3.602 -4.066 -0.14 -0.08 -0.08
C -2.566 2.976 -2.917 0.08 0.02 0.08
C -1.425 3.176 -2.145 0.16 0.06 -0.02
C -0.449 4.045 -2.606 -0.15 -0.15 0.10
C -1.258 2.352 -0.885 -0.06 -0.54 -0.86
O -0.058 2.816 -0.223 0.42 0.23 0.44
O -1.311 1.084 -1.082 -0.15 0.34 0.34
H -2.058 4.929 -5.461 0.08 0.05 0.02
H -3.316 2.271 -2.580 -0.01 0.00 0.01
H 0.457 4.197 -2.034 0.04 0.07 -0.06
O -0.287 1.012 3.573 -0.19 0.07 -0.22
C -0.589 -0.170 3.470 0.27 0.63 0.47
N -0.246 -1.019 2.474 -0.28 -0.37 -0.16
C -0.643 -2.296 2.840 0.25 -0.02 0.01
O -0.308 -3.345 2.332 -0.30 -0.17 0.19
C -1.472 -2.207 4.098 -0.02 0.17 0.10
C -2.208 -3.140 4.794 0.01 -0.09 -0.03
C -2.874 -2.710 5.941 0.04 -0.13 -0.06
C -2.775 -1.393 6.370 -0.01 0.13 0.07
C -2.023 -0.459 5.658 0.04 0.06 -0.03
C -1.384 -0.896 4.518 -0.24 -0.25 -0.03
H -2.278 -4.161 4.442 0.01 -0.02 0.01
H -3.482 -3.411 6.501 0.00 0.00 0.02
H -3.301 -1.086 7.267 -0.02 0.01 0.00
H -1.953 0.578 5.961 -0.01 0.01 0.03
O -2.429 0.985 1.560 1.23 -0.29 0.56
S -1.788 2.261 1.491 -2.57 1.67 -1.09
O -2.142 3.262 2.447 0.93 -0.40 0.31
O -0.167 2.243 1.090 -0.49 -0.35 0.34
O -2.249 2.882 0.089 0.39 -0.34 0.49
```
Positions in Å, forces in eV/Å.

The LUMO energy comes out at 3.7 eV. As for the net charge: -2.

In the Mulliken picture, each atom carries the following charge in e: Cd 3.95; C -2.31; C 0.16; N 0.58; O -0.57; B 0.67; F -0.41; F -0.38; O -0.51; N 0.20; C 0.35; C -2.00; C 0.14; N 0.75; O -0.56; B 0.72; F -0.39; F -0.36; O -0.71; N 0.40; C 0.17; C -1.78; C -1.52; H 0.53; H 0.36; H 0.39; H 0.44; H 0.33; H 0.37; H 0.47; H 0.39; H 0.29; H 0.42; H 0.33; H 0.25; Br -0.20; C -0.13; C -0.19; N -0.71; C -0.20; C -0.86; C -0.34; C 1.16; O -0.44; O -1.04; H 0.38; H 0.58; H 0.73; O -0.74; C -0.03; N 0.34; C -0.36; O -0.59; C 0.04; C -0.31; C -0.47; C -0.46; C -0.50; C 0.06; H 0.48; H 0.37; H 0.36; H 0.50; O -0.62; S 1.33; O -0.75; O -0.06; O -0.51

***

# 3
Density functional theory data (ωB97M-V with the def2-TZVPD basis set) for an isolated ion of composition C5H4IN2O2 and charge -1 at a distorted geometry.

Geometry as XYZ:
```
14
Properties=species:S:1:pos:R:3:forces:R:3
C 1.740 -1.800 -0.191 -1.14 1.11 -0.37
C 0.927 -0.526 -0.046 0.18 -2.02 -0.53
N 1.417 0.694 0.144 2.54 0.43 0.08
C 0.423 1.485 0.344 -2.57 -0.67 -0.40
N -0.809 0.863 0.296 1.52 -0.49 -0.69
C -2.236 1.728 -0.052 -0.98 -3.95 -0.97
O -2.119 2.860 0.245 0.49 2.51 0.67
O -3.070 0.951 -0.531 0.99 1.05 0.52
C -0.425 -0.468 0.004 -2.90 0.82 0.46
I -1.984 -1.975 -0.076 1.38 0.74 0.04
H 2.805 -1.693 -0.063 0.31 0.35 -0.62
H 1.426 -2.290 0.683 -0.33 -1.58 1.05
H 1.377 -2.346 -1.076 0.65 0.01 0.32
H 0.529 2.518 0.318 -0.14 1.70 0.43
```
Positions in Å, forces in eV/Å.

The LUMO energy comes out at 2.9 eV. Its SMILES is Cc1ncn(C(=O)[O-])c1I. As for the net charge: -1.

In the Mulliken picture, each atom carries the following charge in e: C -1.24; C 1.14; N -0.74; C -0.30; N -0.03; C 0.62; O -0.58; O -0.63; C -0.62; I -0.01; H 0.31; H 0.33; H 0.29; H 0.47

***

# 4
Density functional theory data (ωB97M-V with the def2-TZVPD basis set) for C24H24BrCl2N2O3PdSSi as an isolated structure.

Geometry as XYZ:
```
59
Properties=species:S:1:pos:R:3:forces:R:3
Pd 0.218 0.308 0.184 0.78 -0.13 -0.34
C -2.682 0.945 -0.995 -0.04 0.00 0.00
Si -2.835 -0.108 0.545 -0.08 0.05 -0.03
C -4.059 -1.486 0.144 0.02 -0.02 0.05
C -3.577 0.991 1.876 0.03 0.00 -0.02
N -1.281 -0.792 0.895 -0.39 0.11 -0.12
C -0.990 -1.688 1.897 -0.05 0.03 0.00
C -1.883 -2.036 2.927 -0.03 0.03 0.04
C -1.564 -2.965 3.903 0.04 0.01 -0.04
C -0.326 -3.594 3.902 -0.01 0.01 -0.01
C 0.572 -3.290 2.889 0.08 0.00 -0.08
C 0.243 -2.366 1.914 0.07 -0.01 0.09
O 1.074 -2.162 0.823 0.11 -0.40 0.10
C 2.354 -1.696 0.971 0.17 0.06 0.06
C 2.790 -0.994 2.086 0.02 -0.10 -0.01
C 4.077 -0.474 2.093 -0.01 -0.02 0.00
C 4.921 -0.646 1.007 -0.03 -0.02 0.00
C 4.467 -1.348 -0.104 0.00 0.01 0.01
C 3.188 -1.877 -0.125 0.03 -0.02 0.00
H -3.638 1.451 -1.161 0.00 -0.01 -0.02
H -2.459 0.346 -1.880 0.04 0.00 -0.01
H -1.917 1.720 -0.912 0.01 0.00 0.03
H -4.999 -1.056 -0.214 0.00 0.00 0.01
H -4.286 -2.125 1.000 0.01 0.00 0.01
H -3.661 -2.124 -0.650 -0.01 0.00 -0.01
H -4.520 1.404 1.505 0.00 0.00 0.01
H -2.907 1.829 2.075 -0.01 0.02 0.01
H -3.781 0.489 2.823 0.01 -0.04 0.00
H -2.844 -1.542 2.968 -0.03 0.03 -0.02
H -2.287 -3.186 4.679 0.00 0.00 0.00
H -0.065 -4.316 4.665 0.00 0.01 0.00
H 1.537 -3.778 2.831 0.02 0.00 0.00
H 2.124 -0.834 2.923 -0.02 -0.02 0.03
H 4.411 0.089 2.956 -0.01 0.00 0.00
H 5.918 -0.226 1.017 0.00 0.01 -0.01
H 5.107 -1.472 -0.968 0.01 0.00 -0.01
H 2.805 -2.403 -0.990 0.02 0.00 0.01
Br 2.731 0.874 -4.903 -0.01 -0.01 0.01
C 3.827 1.615 -3.541 0.00 -0.01 0.03
C 5.109 1.979 -3.939 -0.01 0.00 0.00
C 6.003 2.500 -3.021 0.01 0.00 -0.01
C 5.620 2.645 -1.695 -0.01 0.00 0.01
C 4.347 2.269 -1.307 -0.04 0.00 -0.04
C 3.418 1.758 -2.217 0.06 0.00 0.06
C 2.048 1.383 -1.676 0.10 0.14 -0.08
O 2.032 1.215 -0.408 -0.67 -0.24 -0.11
O 1.083 1.274 -2.429 0.01 -0.03 0.01
H 5.396 1.844 -4.973 0.00 0.00 0.00
H 6.997 2.783 -3.343 0.00 0.00 0.00
H 6.312 3.045 -0.964 0.00 0.00 0.00
H 4.029 2.351 -0.277 0.01 0.00 0.01
Cl 0.397 -4.290 -1.898 0.00 0.01 0.01
C -0.619 -2.877 -1.541 -0.05 -0.01 0.12
Cl 0.114 -1.374 -2.106 -0.02 0.17 0.04
H -0.750 -2.799 -0.467 -0.01 0.00 -0.14
H -1.564 -3.010 -2.055 0.01 0.00 -0.01
S 0.371 1.396 2.142 -0.20 0.36 0.22
C -0.445 2.796 1.661 0.15 0.05 0.07
N -0.986 3.774 1.360 -0.06 -0.03 0.04
```
Positions in Å, forces in eV/Å.

The LUMO energy comes out at 2.4 eV. As for the net charge: -1.

In the Mulliken picture, each atom carries the following charge in e: Pd 0.55; C -0.99; Si -0.15; C -1.09; C -1.04; N 0.76; C 0.64; C -0.52; C -0.98; C -0.60; C -0.69; C 0.21; O 0.10; C 0.39; C -0.10; C -0.91; C -0.54; C -0.41; C -0.51; H 0.35; H 0.25; H 0.29; H 0.37; H 0.33; H 0.23; H 0.34; H 0.26; H 0.35; H 0.24; H 0.39; H 0.39; H 0.46; H 0.59; H 0.34; H 0.41; H 0.40; H 0.27; Br -0.18; C 0.06; C -0.54; C -0.40; C -0.72; C -0.31; C 0.55; C 0.69; O -0.87; O -0.67; H 0.39; H 0.37; H 0.38; H 0.41; Cl -0.21; C 0.21; Cl -0.03; H -0.39; H 0.39; S -0.33; C 0.53; N -0.70